1.
DFT (ωB97M-V/def2-TZVPD) results for a cluster of 2 separate species, CH3Cl2N3 in total at a distorted geometry.

ORCA input file:
```
! wB97M-V def2-TZVPD RIJCOSX def2/J DEFGRID3
* xyz 0 1
H -0.098 2.112 0.746
N -0.172 1.597 -0.164
Cl 1.343 -1.212 2.412
Cl 1.303 1.620 2.565
H 0.489 -1.309 0.764
H -0.664 -1.429 -0.576
N 0.018 -0.864 -0.147
N 0.388 0.234 2.539
C -0.177 0.401 0.032
*
```

Summary:
molar mass: 127.96 u
DFT total energy: -30596.1033 eV
LUMO energy: 0.0 eV
strongest force on any atom: 0.04034 hartree/bohr
orbital gap: 7.88 eV



2.
DFT (ωB97M-V/def2-TZVPD) results for a structure of composition C11H14N3O at a distorted geometry.

ORCA input file:
```
! wB97M-V def2-TZVPD RIJCOSX def2/J DEFGRID3
* xyz 1 1
C -0.692 0.337 1.992
C 0.769 1.412 -3.269
C 0.291 0.370 -2.340
C -0.247 -0.726 1.111
C -0.422 -1.539 -1.316
H 0.948 2.471 -2.948
H 0.169 -3.012 3.616
H 1.989 2.020 -0.802
C -0.980 0.052 3.297
C 1.547 1.134 -0.323
C -0.161 -2.199 3.000
H 1.297 1.322 0.759
N -0.994 1.926 -0.607
H -0.754 1.332 1.578
H 2.212 0.374 -0.609
H -0.410 -1.362 -3.560
N 0.322 0.571 -0.820
C -0.053 -2.033 1.641
H -1.387 0.805 3.928
H 0.166 -2.825 0.896
C -0.097 -0.898 -2.556
H -1.120 2.357 -1.462
O -0.851 -2.612 -1.068
H -1.889 1.352 -0.598
H 1.702 1.032 -3.802
N -0.049 -0.531 -0.292
H -0.702 -1.391 4.812
C -0.690 -1.179 3.792
H 0.087 1.440 -4.049
*
```

Summary:
molar mass: 204.25 u
DFT total energy: -18140.6336 eV
LUMO energy (spin up / spin down): -5.2 / -5.2 eV
strongest force on any atom: 0.12657 hartree/bohr
orbital gap (spin up / spin down): 7.09 / 7.09 eV



3.
DFT (ωB97M-V/def2-TZVPD) results for an isolated molecule of C4H8N4O at a distorted geometry.

ORCA input file:
```
! wB97M-V def2-TZVPD RIJCOSX def2/J DEFGRID3
* xyz 0 1
N 2.631 -1.350 0.052
C -0.430 -1.208 0.111
N 3.460 0.848 0.536
H -0.508 1.571 -0.803
O 1.196 -0.036 -1.776
H 0.189 2.143 0.834
H 0.824 -0.275 1.380
H 1.953 -0.260 -2.384
N 3.491 -0.771 0.595
H -1.312 1.107 0.707
C 0.430 -0.004 0.415
H 0.399 -2.044 0.096
H -1.162 -1.248 0.963
C 1.633 0.053 -0.499
H -1.000 -1.268 -0.891
C -0.354 1.329 0.254
N 2.476 1.017 -0.104
*
```

Summary:
molar mass: 128.13 u
DFT total energy: -12281.8219 eV
SMILES: CC(C)C1(O)N=NN=N1
LUMO energy: -0.2 eV
strongest force on any atom: 0.08927 hartree/bohr
orbital gap: 8.90 eV



4.
DFT (ωB97M-V/def2-TZVPD) results for a cluster of 5 separate species, C40H50F13O5PS in total at a distorted geometry.

ORCA input file:
```
! wB97M-V def2-TZVPD RIJCOSX def2/J DEFGRID3
* xyz 0 1
F -8.983 3.459 -3.662
H -1.096 0.536 -1.158
C -4.708 -0.751 -0.335
C 3.021 0.330 -2.476
F -10.448 3.553 -1.508
C -0.658 -0.390 -0.776
H -3.257 0.447 -1.435
C 3.961 3.983 -1.789
H 4.201 5.432 -0.145
C 4.967 -6.063 -2.075
H 3.985 2.056 -3.413
C 3.057 1.827 -2.887
H 2.177 0.581 0.702
C 3.702 -5.792 -4.103
C -7.787 1.478 -0.085
H 4.958 3.724 -1.436
F -9.957 0.522 -3.078
H -0.104 -0.583 -3.602
C -3.960 2.420 5.511
C 2.786 -3.314 3.961
H 1.178 -2.649 2.702
H -4.731 -1.826 -0.146
O -2.687 -1.559 -1.486
H -2.143 -0.968 5.135
H 5.706 -4.240 -1.190
O 0.290 -0.954 -1.634
H 2.218 -1.513 -3.211
O 1.328 1.054 0.715
H -6.872 -0.897 -0.215
H 1.395 -4.538 1.130
H -4.205 -0.626 -2.432
C 7.055 2.757 2.489
F -8.887 3.460 0.373
F -7.583 3.522 -1.316
S -9.454 2.014 -3.330
C -8.440 2.730 -0.688
H -2.647 2.767 7.167
H 9.682 1.688 -0.130
H 3.240 6.041 -1.485
H -4.477 3.368 5.594
C 7.600 1.748 0.368
F -9.268 1.640 -4.843
C -2.280 0.863 6.248
C 3.459 5.155 -0.891
H -4.379 -0.257 0.581
H 2.250 2.035 -3.593
C 0.561 -0.206 -2.818
C -3.692 -0.560 -1.472
O 0.695 -1.241 1.421
H 4.115 -7.687 -3.186
C -6.343 1.230 -0.549
H 2.560 4.860 -0.354
H 3.146 -6.222 -4.925
H 3.149 -6.264 1.499
H -2.222 -1.103 0.511
C -6.120 -0.301 -0.730
H 2.696 -2.484 4.651
C 2.999 2.799 -1.680
F -7.983 1.501 -3.062
H -1.478 0.601 6.926
F -10.956 2.392 -3.642
H -3.997 -0.366 3.593
H 3.240 2.221 -0.792
C 4.249 -6.615 -3.127
H 1.981 3.171 -1.570
H -5.604 1.577 0.170
C -4.321 1.527 4.523
C -9.721 2.448 -1.517
H 6.302 3.055 3.207
H 3.442 -3.758 -4.772
C -2.654 -0.020 5.244
C 9.348 2.597 1.784
H 2.094 -0.113 -4.326
C 3.868 -4.417 -4.026
C 2.059 -4.465 1.982
F -5.320 1.850 3.677
C 8.403 2.981 2.726
H 5.390 -6.703 -1.312
C 1.985 -0.452 -3.296
H 4.424 -4.235 5.025
F -10.467 1.542 -0.968
F 4.755 -2.552 -2.900
P 0.157 -0.018 0.838
H -6.226 -0.535 -1.792
F 4.812 -6.272 3.479
H -1.283 -2.362 -0.277
C -1.764 -1.400 -0.439
O -0.980 0.609 1.780
H 8.716 3.455 3.646
C 3.866 -5.328 3.279
C -3.686 0.311 4.378
H -0.536 1.050 2.525
H 10.399 2.776 1.970
H -7.888 1.505 0.994
H 4.054 4.351 -2.810
H 2.832 0.225 -1.410
C 3.033 -5.434 2.183
H 4.011 -0.078 -2.673
C -2.935 2.080 6.382
H -8.366 0.611 -0.402
H -6.112 1.679 -1.510
F 5.366 1.919 1.082
H 7.267 1.264 -0.541
C 6.675 2.142 1.314
H 0.430 0.873 -2.704
C 8.946 1.983 0.606
C 3.757 -4.284 4.174
C 1.934 -3.403 2.867
C 5.144 -4.689 -1.999
C 4.589 -3.888 -2.976
*
```

Summary:
molar mass: 920.85 u
DFT total energy: -107979.5749 eV
SMILES: CCCCCCCO[C@@H](COCCCCCC(F)(F)C(F)(F)S(F)(F)(F)(F)F)P(=O)(O)O.Fc1ccccc1.Fc1ccccc1.Fc1ccccc1.Fc1ccccc1
LUMO energy: 0.4 eV
strongest force on any atom: 0.04338 hartree/bohr
orbital gap: 9.10 eV



5.
DFT (ωB97M-V/def2-TZVPD) results for a cluster of 7 separate species, C16H49N3O7 in total at a distorted geometry.

ORCA input file:
```
! wB97M-V def2-TZVPD RIJCOSX def2/J DEFGRID3
* xyz 0 1
H 0.320 -1.028 -0.936
H -0.601 0.751 0.104
H -5.649 0.759 0.487
H -0.197 -4.385 2.409
O 2.227 -5.545 -4.788
H 2.745 1.481 3.401
O -3.781 -2.715 -1.952
H 1.363 -0.650 0.396
H -4.257 5.223 3.864
H 1.364 0.705 4.288
C -5.589 1.321 1.419
C -5.132 4.574 3.876
H 4.323 -8.220 -4.125
H 6.184 -7.204 -5.705
H -0.196 6.595 0.732
N 1.425 4.866 -0.856
H 2.911 -0.098 3.971
C -3.561 -1.780 -2.943
H -3.483 0.196 2.511
C 2.443 0.850 4.236
H -6.337 2.114 1.403
H 1.697 -5.965 -2.871
H -0.021 5.032 1.495
H -5.088 4.052 4.832
H -0.870 7.250 3.091
O 0.997 6.560 2.402
H 3.972 -5.595 -3.471
H -0.456 5.727 3.647
H 4.025 -6.215 -6.377
C 0.525 5.930 1.208
H -4.535 -3.256 -2.195
C 1.398 -5.301 -3.681
O 1.093 -5.911 2.551
H 3.841 -4.390 -4.777
H 1.521 -4.253 -3.405
H 1.575 -5.316 3.130
H -4.170 2.251 3.661
H 1.350 7.529 -0.833
H -0.645 -5.750 1.374
H 2.986 6.971 -1.046
H -5.867 0.712 2.279
H 2.904 -7.861 -5.144
O 2.986 1.452 5.420
H -4.499 -1.639 -3.479
C 2.193 7.084 -0.306
C 0.961 -0.244 -0.533
H 2.422 7.760 0.518
H -2.844 -2.105 -3.697
H -3.362 -0.825 -2.455
C 4.382 -6.411 -5.366
H 0.795 -4.671 0.993
H 3.166 0.754 6.054
C -4.183 1.887 1.517
C -4.113 2.795 2.718
H 2.263 4.538 -1.314
O 0.237 0.949 -0.322
H -3.924 2.405 0.594
C 1.754 5.739 0.313
H -3.124 3.253 2.711
H 1.034 4.024 -0.458
O -5.174 3.745 2.742
H 2.561 5.238 0.849
C 3.639 -5.423 -4.494
H 0.333 7.128 4.340
C 0.007 6.682 3.400
H 4.360 -8.612 -5.837
H 1.778 -0.139 -1.248
H 0.361 -5.588 -3.853
C 0.193 -5.166 1.756
C 3.993 -7.888 -5.109
H -3.572 0.070 1.014
H -6.054 5.156 3.873
H 6.167 -6.389 -4.374
N 5.827 -6.340 -5.324
N -3.316 0.770 1.696
*
```

Summary:
molar mass: 395.58 u
DFT total energy: -36184.2924 eV
SMILES: COC[C@H](C)N.COC[C@H](C)N.COC[C@H](C)N.CO.CO.CO.CO
LUMO energy: 0.2 eV
strongest force on any atom: 0.04821 hartree/bohr
orbital gap: 9.35 eV